(1)
Here is a molecular structure, C25H22Cl3GeN2PdS2 in a non-equilibrium geometry from OMol25. Energies are from ωB97M-V with the def2-TZVPD basis set.

Geometry as XYZ:
```
56
Properties=species:S:1:pos:R:3:forces:R:3
Pd -5.319 -18.268 3.838 -0.2353 0.3186 0.8139
S -4.412 -11.219 5.502 -1.7384 1.6055 0.6087
C -2.876 -10.487 5.584 -1.8284 -0.7631 -0.0233
C -1.935 -11.407 5.327 0.3255 -0.6311 -0.5434
C -2.567 -12.701 5.027 7.5213 -1.0647 -0.5799
C -3.854 -12.769 5.144 -4.0964 -0.5323 0.2652
C -4.882 -13.841 5.108 -0.9582 0.5554 0.0774
C -4.649 -15.116 4.514 0.9194 0.5345 0.4257
N -5.501 -16.087 4.525 -2.2845 -1.4772 -0.0838
C -6.784 -15.919 5.074 1.0781 -0.4057 -0.9220
C -7.123 -14.687 5.600 -0.7480 0.3822 1.1106
C -8.419 -14.578 6.257 -0.0368 0.1141 -0.3329
C -9.352 -15.546 6.266 -0.0753 -0.1062 -0.4055
C -9.036 -16.800 5.596 -2.6727 -0.0304 1.1799
C -9.942 -17.904 5.573 0.9641 -0.1626 0.9571
C -9.512 -19.151 5.135 0.2055 -1.3990 -1.2080
C -8.188 -19.248 4.549 -0.3874 0.7116 0.5508
N -7.420 -18.196 4.490 0.2432 0.0776 0.0314
C -7.791 -16.968 5.049 2.2986 -1.0390 -1.1613
C -10.344 -20.345 5.132 -0.4196 0.4360 0.6251
C -11.619 -20.594 5.773 0.9355 2.4511 -0.0597
C -12.087 -21.797 5.514 -1.7991 -3.5608 1.2106
C -11.279 -22.673 4.797 1.1743 2.0754 -0.5501
S -9.875 -21.823 4.320 0.2132 -0.1559 -0.1511
C -6.186 -13.635 5.612 1.0993 -0.4229 -0.6512
H -2.977 -9.460 5.827 0.8727 0.8093 0.1196
H -0.874 -11.116 5.325 -0.5116 -0.7854 -0.1423
H -1.824 -13.534 4.763 -1.5385 0.9816 0.4509
H -3.674 -15.311 4.058 -0.2958 -0.0050 0.0874
H -8.747 -13.703 6.774 0.5196 0.8593 0.0872
H -10.310 -15.269 6.754 0.6216 -0.9249 -0.4795
H -10.877 -17.936 6.114 -0.2271 0.7800 -0.1840
H -7.784 -20.220 4.225 -0.1427 0.6625 -0.0302
H -12.267 -19.995 6.410 0.8144 0.6498 -0.1669
H -12.927 -22.204 6.076 -0.2273 0.2308 -0.5483
H -11.470 -23.658 4.465 -0.1037 -0.8636 -0.1182
H -6.512 -12.673 5.982 0.1781 -0.0066 0.2068
Cl -5.540 -20.808 2.501 -0.0022 0.3465 -0.0480
Ge -3.389 -20.482 2.283 0.6849 0.4384 0.6580
Cl -2.927 -18.309 3.036 -0.0424 -0.9725 -1.0923
Cl -2.758 -21.039 0.343 -0.1239 0.2949 0.0430
C -4.297 -19.356 8.108 1.5250 -0.3936 -0.1138
C -4.373 -19.961 6.699 0.4124 2.1001 -0.4938
C -3.202 -20.892 6.546 -0.0393 -0.4935 -1.2006
C -5.607 -20.764 6.566 -1.7935 0.6433 -0.1157
C -4.382 -18.713 5.759 0.6794 -1.1273 0.5439
H -4.492 -20.195 8.754 0.3154 -0.1850 0.8192
H -5.031 -18.619 8.326 -0.7457 0.7445 -0.0697
H -3.275 -18.912 8.284 -1.0823 -0.5475 0.0061
H -3.263 -21.717 7.243 -0.1059 -0.2253 0.2164
H -2.286 -20.407 6.695 1.4155 0.8274 0.4417
H -3.116 -21.309 5.534 -0.3248 -0.1098 0.0349
H -5.708 -21.493 7.347 0.0990 -0.4291 0.4959
H -5.679 -21.300 5.625 -0.0542 0.0704 -0.3494
H -6.443 -20.048 6.690 -0.1101 -0.5312 -0.2484
H -3.637 -17.916 5.931 -0.3646 -0.3494 0.0058
```
Positions in Å, forces in eV/Å.

The total charge is +2. The value obtained for the frontier orbital gap (alpha / beta) is 5.27 / 3.73 eV. As for the HOMO energy (alpha / beta): -12.33 / -13.25 eV. The spin multiplicity is 6. The calculation puts the electronic energy at -148477.47294 eV. The LUMO energy (alpha / beta) comes out at -7.057 / -9.524 eV.

Charges computed using Mulliken, reported in e: -0.085 -0.144 -0.251 -0.681 -0.316 0.376 0.559 -0.664 -0.059 -0.290 0.710 -0.982 -1.192 1.485 -0.711 1.014 -0.390 -0.011 -0.291 0.532 -0.581 -0.428 -0.282 -0.027 -0.276 0.458 0.363 0.239 0.433 0.429 0.363 0.423 -0.156 0.353 0.386 0.493 0.470 -0.242 0.871 -0.211 -0.189 -1.837 2.652 -1.607 -1.513 -1.176 0.476 0.402 0.416 0.413 0.456 0.243 0.522 0.266 0.241 0.546

=====

(2)
Here is a molecular structure, C25H22ClI2N3O2V in a non-equilibrium geometry from OMol25. Energies are from ωB97M-V with the def2-TZVPD basis set.

Geometry as XYZ:
```
56
Properties=species:S:1:pos:R:3:forces:R:3
V 0.127 0.215 -0.359 -1.1675 -0.2622 -1.0948
I 5.466 0.902 5.091 0.0175 0.0052 0.0228
C 4.197 0.771 3.455 0.1565 0.0324 0.0463
C 4.677 1.081 2.187 -0.0235 0.0037 -0.0224
C 3.826 0.996 1.097 0.1584 0.1532 -0.3044
I 4.470 1.475 -0.828 0.0149 -0.0102 0.0984
C 2.521 0.590 1.290 -0.4005 0.0149 -0.2791
O 1.645 0.483 0.231 3.0741 0.6458 1.3907
C 2.031 0.276 2.545 -0.3387 -0.1263 0.1125
C 0.623 -0.252 2.706 0.0914 0.1107 -0.0763
N -0.367 0.329 1.744 -0.0566 -0.1324 -0.2257
C -1.744 -0.150 2.041 0.0820 0.0226 -0.0018
C -2.544 -0.226 0.778 0.2704 -0.0700 -0.1576
C -3.919 -0.317 0.758 -0.1431 0.0007 0.0612
C -4.564 -0.402 -0.464 -0.1001 -0.0190 -0.0185
C -3.817 -0.397 -1.634 -0.0691 -0.0810 -0.0026
C -2.449 -0.325 -1.535 -0.0059 0.0530 0.1963
N -1.816 -0.234 -0.349 -1.5198 -0.1448 -0.0535
C 2.880 0.377 3.635 -0.1001 -0.0145 0.0769
H 5.704 1.391 2.051 -0.0133 -0.0020 -0.0053
H 0.603 -1.332 2.560 -0.0076 -0.0748 -0.0585
H 0.282 -0.053 3.721 -0.0445 -0.0117 0.0750
H -0.353 1.341 1.872 -0.0233 0.0333 0.0776
H -1.671 -1.145 2.483 0.0236 -0.0694 -0.0216
H -2.231 0.496 2.770 0.0153 0.0136 0.0827
H -4.476 -0.312 1.686 0.0074 -0.0088 -0.0254
H -5.643 -0.472 -0.504 0.0085 0.0187 0.0010
H -4.285 -0.455 -2.606 -0.0014 -0.0172 0.0285
H -1.828 -0.330 -2.421 0.0335 0.0295 -0.0042
H 2.517 0.139 4.628 0.0045 0.0022 -0.0332
O -0.598 1.840 -1.231 0.7568 -0.1426 -0.1036
N 0.302 2.761 -1.718 -0.2384 -0.3087 0.1160
C 0.566 2.760 -3.032 -0.0178 -0.0484 -0.0396
C 1.420 3.700 -3.560 0.0437 0.0408 -0.0384
C 1.996 4.645 -2.723 0.0037 0.0162 0.0147
C 1.691 4.626 -1.368 0.0651 0.0621 -0.0517
C 0.832 3.668 -0.884 -0.0847 -0.0449 0.0786
H 0.065 2.000 -3.612 -0.0226 -0.0116 0.0059
H 1.620 3.688 -4.622 -0.0018 -0.0033 0.0321
H 2.669 5.394 -3.122 -0.0355 -0.0305 0.0161
H 2.109 5.350 -0.683 -0.0061 -0.0177 -0.0141
H 0.529 3.595 0.148 -0.0128 -0.0169 0.0252
Cl -3.360 -5.976 -0.134 0.0054 0.0123 0.0018
C -2.204 -4.746 -0.481 -0.0362 -0.0394 0.0247
C -2.204 -4.129 -1.721 -0.0168 0.0675 -0.1466
C -1.278 -3.134 -1.992 -0.0798 -0.0598 -0.2296
C -0.344 -2.738 -1.041 0.2513 0.1849 -0.0018
C 0.615 -1.628 -1.278 -0.7291 0.2871 0.1956
C -0.344 -3.398 0.188 0.0053 -0.0227 0.1997
C -1.264 -4.393 0.475 0.1096 0.0582 0.1225
H -2.920 -4.439 -2.471 0.0300 0.0088 -0.0019
H -1.263 -2.683 -2.980 -0.0244 -0.0284 0.0358
H 0.756 -1.359 -2.330 0.0010 -0.0425 -0.0537
H 1.581 -1.807 -0.812 0.1005 0.0051 -0.0318
H 0.413 -3.146 0.927 -0.0220 -0.0445 -0.0174
H -1.248 -4.912 1.425 0.0125 0.0237 -0.0231
```
Positions in Å, forces in eV/Å.

The total charge is +2. The value obtained for the frontier orbital gap (alpha / beta) is 6.49 / 7.06 eV. As for the HOMO energy (alpha / beta): -13.30 / -13.40 eV. The spin multiplicity is 2. The calculation puts the electronic energy at -89243.78867 eV. The LUMO energy (alpha / beta) comes out at -6.814 / -6.340 eV.

Charges computed using Mulliken, reported in e: 0.475 0.198 -0.550 -0.084 -0.382 0.062 0.243 -0.032 0.341 -0.708 0.144 -0.843 0.468 -1.111 -0.360 -1.057 0.126 0.699 -0.951 0.399 0.384 0.538 0.157 0.332 0.592 0.543 0.459 0.499 0.480 0.485 -0.544 0.252 0.015 -0.831 -0.144 -0.822 0.017 0.478 0.449 0.450 0.448 0.460 -0.173 0.288 -0.843 -0.125 0.651 -1.652 -0.086 -1.016 0.481 0.425 0.611 0.691 0.488 0.480

=====

(3)
Here is a molecular structure, C25H22ClN5PdS2Se2 from OMol25. Energies are from ωB97M-V with the def2-TZVPD basis set.

Geometry as XYZ:
```
58
Properties=species:S:1:pos:R:3:forces:R:3
Pd -0.163 0.504 -0.786 -0.0077 0.0951 0.3680
C -5.524 0.919 -0.446 -0.0011 0.0010 0.0091
S -4.785 0.975 -2.087 0.0275 -0.0066 -0.0317
C -3.112 0.617 -1.815 -0.0395 0.0245 0.0626
S -2.505 0.338 -0.173 -0.0868 0.0290 0.0520
N -2.400 0.545 -2.897 0.0047 -0.0194 -0.0313
N -1.068 0.357 -2.702 -0.0182 0.0382 -0.1254
C -0.306 0.158 -3.704 -0.1501 0.0254 -0.0746
C 1.135 0.026 -3.467 0.1174 -0.0418 -0.1364
C 1.989 -0.248 -4.522 0.0666 0.0003 -0.0103
C 3.354 -0.351 -4.281 -0.0760 0.0108 0.0492
C 3.814 -0.157 -2.991 -0.0136 -0.0044 -0.0553
C 2.894 0.120 -1.990 0.0700 0.0507 0.1887
N 1.584 0.203 -2.206 0.1001 -0.0693 -0.1454
H -6.578 1.136 -0.619 0.0014 -0.0009 -0.0065
H -5.436 -0.068 -0.001 0.0028 -0.0022 -0.0065
H -5.110 1.682 0.207 0.0067 0.0036 0.0030
H -0.708 0.106 -4.712 -0.0121 -0.0189 0.0070
H 1.586 -0.378 -5.518 0.0028 -0.0088 -0.0009
H 4.039 -0.572 -5.088 0.0030 0.0060 -0.0044
H 4.866 -0.213 -2.751 0.0037 0.0052 -0.0019
H 3.227 0.294 -0.973 -0.0380 -0.0448 0.0075
Se 0.568 0.613 1.737 0.0062 0.0106 -0.0749
Se -1.700 2.565 1.476 0.0371 -0.0486 -0.0892
C -0.825 3.431 0.029 0.0277 0.0472 0.0375
C -0.901 4.816 -0.068 -0.0405 -0.1041 0.0488
C -0.244 5.447 -1.109 -0.0009 0.0684 0.0025
C 0.467 4.682 -2.018 0.0480 0.0069 -0.0466
C 0.495 3.311 -1.856 -0.0637 -0.0388 0.0257
N -0.138 2.693 -0.851 0.0292 -0.0248 -0.0658
C -0.668 -0.461 2.705 -0.0251 0.0325 0.1696
C -1.270 0.104 3.827 0.0404 -0.0420 -0.0684
C -2.165 -0.619 4.590 -0.0083 -0.0255 0.0202
C -2.465 -1.928 4.229 -0.0121 0.0148 0.0166
C -1.841 -2.459 3.133 -0.0273 0.0152 -0.0389
N -0.961 -1.746 2.393 0.0280 -0.0624 -0.0017
H -1.466 5.378 0.662 -0.0121 -0.0023 -0.0018
H -0.290 6.523 -1.208 0.0043 0.0015 -0.0024
H 0.998 5.134 -2.844 -0.0059 0.0026 -0.0005
H 1.038 2.677 -2.543 -0.0019 -0.0043 0.0012
H -1.006 1.116 4.099 -0.0001 -0.0049 -0.0059
H -2.617 -0.171 5.465 -0.0099 -0.0050 -0.0023
H -3.158 -2.534 4.793 -0.0030 0.0048 -0.0008
H -2.015 -3.474 2.805 0.0122 0.0005 0.0131
Cl 5.517 -3.531 2.477 0.0166 0.0023 -0.0081
C 3.858 -3.224 2.141 -0.0178 -0.0254 0.0547
C 3.500 -2.620 0.946 -0.0266 0.0367 -0.0401
C 2.162 -2.365 0.692 -0.0169 -0.0902 0.0333
C 1.185 -2.721 1.612 0.0337 0.0271 0.0440
C -0.262 -2.464 1.295 -0.0242 -0.0100 0.0593
C 1.558 -3.342 2.800 0.0265 0.0249 0.0004
C 2.892 -3.590 3.071 0.0347 0.0004 -0.0075
H 4.267 -2.356 0.231 -0.0050 -0.0054 -0.0097
H 1.863 -1.903 -0.242 0.0505 0.0327 -0.0438
H -0.814 -3.390 1.141 -0.0005 0.0109 -0.0213
H -0.360 -1.868 0.391 -0.0467 0.0624 -0.0992
H 0.815 -3.646 3.529 -0.0142 0.0167 -0.0141
H 3.189 -4.073 3.991 0.0040 0.0019 -0.0009
```
Positions in Å, forces in eV/Å.

The total charge is +2. The value obtained for the frontier orbital gap (alpha / beta) is 7.19 / 5.75 eV. As for the HOMO energy (alpha / beta): -13.33 / -13.57 eV. The spin multiplicity is 5. The calculation puts the electronic energy at -202082.12432 eV. The LUMO energy (alpha / beta) comes out at -6.141 / -7.820 eV.

Charges computed using Mulliken, reported in e: 0.178 -0.816 0.045 0.542 -0.263 -1.341 1.107 -0.813 1.018 -0.842 -0.500 -0.751 -0.576 0.435 0.371 0.302 0.278 0.415 0.497 0.447 0.467 0.655 0.023 0.148 0.268 -0.740 -0.305 -0.907 -0.269 0.477 0.265 -0.685 -0.437 -0.793 -0.096 0.477 0.427 0.433 0.461 0.361 0.637 0.460 0.476 0.482 -0.177 0.299 -0.953 0.130 0.694 -1.168 -0.300 -0.908 0.499 0.426 0.580 0.009 0.414 0.437

=====

(4)
Here is C25H22F4N2O3 in the gas phase in a non-equilibrium geometry from OMol25. Energies are from ωB97M-V with the def2-TZVPD basis set.

Geometry as XYZ:
```
56
Properties=species:S:1:pos:R:3:forces:R:3
C 5.404 1.498 3.405 -0.4267 0.5125 0.3033
C 4.050 1.207 2.667 3.0877 -2.8925 15.1776
C 2.925 0.657 3.455 8.9453 2.1252 2.0745
C 1.821 0.500 2.949 -7.9223 -2.1785 -2.8211
C 1.797 0.735 1.525 -9.3139 -2.3772 4.7871
N 0.357 0.588 1.034 2.3442 -5.0558 2.4674
C -0.345 1.564 0.604 -3.4558 0.5169 -3.9673
O -0.070 2.685 0.417 1.4903 4.0355 0.4338
C -1.679 1.052 -0.100 0.8854 -4.7279 0.9162
N -1.920 1.168 -1.481 11.2999 0.3959 1.0815
C -0.669 1.099 -2.312 -13.4064 3.3896 -3.5941
O 0.285 0.950 -1.791 11.0232 -2.4581 5.1048
C -0.809 1.475 -3.764 -6.4126 0.3486 4.8288
C 0.139 1.127 -4.510 4.9859 -0.9958 -0.0554
C 0.003 1.533 -5.789 8.3642 -3.3738 -6.2206
C -0.983 1.679 -6.599 -5.8665 -3.3790 16.6244
C -2.325 2.043 -5.675 13.5112 -6.9002 3.0634
C -2.005 1.952 -4.346 -1.9901 0.1578 -2.6896
F -3.047 2.325 -3.629 -0.9830 0.5709 2.4436
C -2.843 1.611 0.564 1.1651 1.5205 4.8100
F -2.894 2.989 0.521 0.3560 -1.7334 0.4670
F -3.973 1.190 0.225 -2.8269 -1.1072 -1.2418
F -2.709 1.152 1.991 -0.1773 1.5690 -2.2146
C -1.439 -0.655 0.295 -3.4592 8.4666 -2.3601
C -0.428 -0.747 1.028 7.1848 5.5453 -0.5805
C 0.370 -1.848 1.283 -4.2168 -2.5491 9.0357
C -0.893 -2.877 1.522 -0.4516 -5.3588 -2.6423
C -1.925 -2.685 2.578 4.5274 2.9061 4.5619
C -0.445 -4.380 1.764 4.1657 1.8775 -5.4645
C -1.670 -3.057 0.121 -0.6939 9.7905 7.7600
C -2.085 -1.586 -0.386 -9.6410 -5.5586 -1.4554
O -3.305 -1.484 -0.973 6.4197 0.1067 1.9775
C 2.725 1.318 0.927 2.9887 1.9623 -5.4041
C 3.969 1.632 1.563 -2.6101 1.9114 -13.9506
H 5.553 2.612 3.634 -0.7192 -1.4496 -0.1916
H 6.205 1.333 2.638 -0.2858 -0.5517 1.2179
H 5.419 0.956 4.401 0.6889 0.3887 -1.4315
H 3.118 0.415 4.439 0.5251 -0.2897 2.0833
H 0.967 0.090 3.601 1.0477 0.7811 -1.5728
H -2.758 1.178 -1.769 -7.6236 0.0629 -3.0209
H 0.984 0.753 -3.885 0.0387 0.1219 -1.6956
H 0.941 1.287 -6.541 -1.2850 0.8819 2.2203
H -1.159 2.091 -7.327 -1.8217 6.5677 -14.7453
H -2.973 2.529 -6.071 -8.4343 5.3011 -4.3152
H 0.826 -2.404 0.614 3.1579 -1.6919 -3.4301
H 0.788 -1.762 2.404 -0.0121 -0.3961 -2.8444
H -1.315 -2.563 3.678 -1.0694 -0.6007 -2.5390
H -2.172 -1.681 2.542 -1.5911 2.0453 -0.1767
H -2.712 -3.255 2.941 -1.4312 -1.7821 -0.7332
H -1.210 -4.994 1.937 -3.1916 -2.2826 0.5598
H 0.265 -4.945 0.817 -2.1809 1.9111 2.4719
H 0.201 -4.386 2.541 2.0510 -0.2250 2.8063
H -1.103 -3.215 -0.547 7.8469 -3.9150 -8.7980
H -2.502 -3.500 0.193 -5.9678 -3.9955 0.4292
H 2.511 1.346 -0.145 0.6422 0.8783 0.0137
H 4.743 1.710 0.819 0.7249 1.1774 0.4353
```
Positions in Å, forces in eV/Å.

The total charge is 0. The structure (SMILES) is Cc1ccc(N2C(=O)[C@](NC(=O)c3ccccc3F)(C(F)(F)F)C3=C2CC(C)(C)CC3=O)cc1. The value obtained for the frontier orbital gap is 8.11 eV. As for the HOMO energy: -8.84 eV. The calculation puts the electronic energy at -46256.24324 eV. The LUMO energy comes out at -0.724 eV.

Charges computed using Mulliken, reported in e: -1.316 0.611 -0.733 -0.569 0.001 0.551 -0.439 -0.636 1.142 -0.185 0.372 -0.346 0.062 -0.016 -0.408 -0.912 -0.845 0.564 -0.275 0.728 -0.269 -0.215 -0.350 -0.072 -0.100 -0.866 1.413 -1.561 -2.042 -2.898 1.121 -0.698 -0.112 -0.608 0.267 0.334 0.310 0.443 0.347 0.170 0.433 0.180 0.587 0.689 0.612 0.285 0.283 0.419 0.498 0.580 0.235 0.582 1.133 0.780 0.424 0.318

=====

- Among the records above, which one has the lowest total charge?
  C25H22F4N2O3